# C4H14N2P

A structure of composition C4H14N2P at a distorted geometry (the ωB97M-V functional and the def2-TZVPD basis, OMol25).

The geometry in XYZ format:
```
21
Properties=species:S:1:pos:R:3
C 1.19709 -1.91455 0.41016
C -1.21397 1.42635 -0.23032
C -1.43675 -0.01795 0.16365
C 0.91622 -0.76487 -0.44070
N -2.29911 -0.93290 -0.38028
N -0.00287 1.90575 0.32020
P 1.89358 0.63063 -0.23688
H 1.17759 -1.53530 1.39708
H 2.16268 -2.31570 0.35364
H 0.54808 -2.83091 0.07957
H -1.46867 1.46278 -1.34029
H -2.20979 1.72777 0.13103
H -1.31064 -0.34044 1.23685
H 0.51188 -0.95629 -1.49693
H -2.47985 -1.01962 -1.34129
H -2.90449 -1.47319 0.20051
H -0.06553 2.84574 0.69075
H 1.82154 1.41895 -1.38801
H 0.07095 1.32739 1.14107
H 3.19404 -0.03705 -0.28000
H 1.89803 1.39340 1.01018
```

Its energy relative to the best compared isomer or geometry (same formula, charge and spin) is 5.252 eV. The largest force on an atom comes out at 4.789 eV/Å. As for the frontier orbital gap (spin up / spin down): 0.2860 / 0.2860 Ha. The electronic energy comes out at -611.248410 hartree. Its net charge is +1.

---

# C29H29AsIN6O2S7Tc

A structure of composition C29H29AsIN6O2S7Tc (the ωB97M-V functional and the def2-TZVPD basis, OMol25).

The geometry in XYZ format:
```
76
Properties=species:S:1:pos:R:3
Tc 0.08812 -0.12803 -0.48930
N 4.49740 -1.73834 6.08053
C 3.31544 -1.53522 5.36361
C 2.22129 -0.91093 5.96376
C 1.03738 -0.74686 5.26539
C 0.93582 -1.22085 3.96903
C 2.01843 -1.83724 3.35561
C 3.20116 -1.99659 4.04956
S -0.55544 -1.00584 3.05054
O -0.92973 -2.29287 2.51627
O -1.50776 -0.33682 3.89961
N -0.12513 -0.10243 1.79066
C 0.40678 1.12457 1.91633
N 0.69691 1.56778 0.67098
C 1.36108 2.69824 0.49685
C 1.67048 3.46664 1.60651
C 1.28676 2.97137 2.84412
N 0.66711 1.80854 3.02851
H 4.64879 -1.07924 6.82792
H 5.31882 -1.84188 5.50508
H 2.30580 -0.54489 6.98088
H 0.19064 -0.24151 5.70919
H 1.93663 -2.17048 2.32719
H 4.04718 -2.47679 3.57146
H 1.65247 2.94804 -0.51843
H 2.19799 4.40274 1.50942
H 1.50097 3.53670 3.74617
S 2.86608 2.54909 -3.00884
As 2.46019 0.51376 -2.79526
S 0.18427 0.23894 -2.63842
S 2.50468 -0.06615 -0.62834
S 3.16791 -0.97523 -4.05874
S -1.96688 -1.35953 -0.71601
C -1.71732 -2.99062 -0.26903
N -2.77256 -3.83153 -0.05049
C -2.48265 -5.08737 0.61994
C -1.26127 -5.71512 -0.01032
N -0.15043 -4.78460 0.02870
C 1.17294 -5.34521 0.24407
C 1.36425 -5.85760 1.65593
C 0.90806 -5.10569 2.73559
C 1.11914 -5.54749 4.03250
C 1.77905 -6.74840 4.26434
C 2.22491 -7.50645 3.19230
C 2.01588 -7.06162 1.89258
C -0.39398 -3.46174 -0.15998
S 0.91984 -2.36505 -0.32070
C -4.13840 -3.33358 0.10695
C -4.54543 -3.16252 1.55162
C -4.02395 -2.12314 2.31526
C -4.35700 -2.00131 3.65585
C -5.22643 -2.91159 4.24231
C -5.75957 -3.94658 3.48650
C -5.41419 -4.07135 2.14796
H -3.34500 -5.74543 0.49921
H -2.31602 -4.93305 1.69263
H -1.47820 -6.00428 -1.04551
H -0.97838 -6.60852 0.54805
H 1.91219 -4.58000 0.01332
H 1.32793 -6.16000 -0.46922
H 0.38477 -4.17254 2.56569
H 0.77090 -4.94421 4.86190
H 1.94275 -7.09176 5.27823
H 2.73346 -8.44700 3.36463
H 2.36666 -7.65490 1.05462
H -4.80598 -4.05278 -0.37613
H -4.21632 -2.39399 -0.43376
H -3.33478 -1.41898 1.86615
H -3.91602 -1.20045 4.23473
H -5.48571 -2.81608 5.28958
H -6.43751 -4.65987 3.93871
H -5.82691 -4.88313 1.55736
I -1.46552 3.21331 -1.22116
C -1.65100 1.24557 -0.36302
H -2.53690 0.89214 -0.87992
H -1.90326 1.41632 0.68124
```

Its energy relative to the best compared isomer or geometry (same formula, charge and spin) is 0.643 eV. The largest force on an atom comes out at 0.335 eV/Å. As for the frontier orbital gap (spin up / spin down): 0.2019 / 0.2086 Ha. The electronic energy comes out at -7003.278072 hartree. As for the spin multiplicity: 2. Its net charge is -1. Its expectation value of S² is 0.808.

---

# C16H16N2O4S

A structure of composition C16H16N2O4S at a distorted geometry (the ωB97M-V functional and the def2-TZVPD basis, OMol25).

The geometry in XYZ format:
```
39
Properties=species:S:1:pos:R:3
O 3.42551 -1.93116 -0.57210
O 1.54624 1.59038 -2.69207
N -2.43262 -2.47585 -0.68478
O 2.84822 -1.02262 -2.52967
O 0.19056 5.69126 0.88734
S 0.78247 -1.73604 1.05962
C 2.90916 -1.06925 -1.18220
C 1.84240 1.96746 -1.54096
C 2.32958 -0.04248 -0.36663
C 1.40413 -0.15171 0.75475
C 0.14818 3.92045 -0.74388
C 1.04119 2.79250 -0.65319
C -3.57577 -3.13161 -0.69544
C -1.31449 -2.96142 -0.14646
C -3.67457 -4.35398 -0.12561
C -1.30585 -4.22099 0.59454
C -2.55646 -4.87547 0.58997
N 2.53462 1.31816 -0.48382
C -0.55501 4.59255 0.42775
C -0.00829 -2.38725 -0.48686
C -0.29511 1.27407 1.66261
C 1.77132 2.20958 0.49237
C 1.12160 1.16824 1.42905
H 2.69610 -0.09496 -2.81479
H 1.12242 5.51829 1.08561
H -0.27401 4.28040 -1.74317
H -4.40266 -2.79946 -1.26727
H -4.40345 -5.08773 -0.21375
H -0.42770 -4.40912 1.19525
H -2.67919 -5.87499 1.10625
H -1.55823 5.11093 0.03744
H -0.95807 3.99257 1.18484
H 0.03723 -1.72762 -1.37721
H 0.60519 -3.24529 -0.79301
H -0.70739 0.45942 2.27644
H -0.37114 2.14950 2.33313
H -0.94555 1.35711 0.74956
H 2.30260 2.98893 0.98242
H 1.78688 1.21720 2.26395
```

Its energy relative to the best compared isomer or geometry (same formula, charge and spin) is 6.255 eV. The largest force on an atom comes out at 7.537 eV/Å. As for the frontier orbital gap: 0.2659 Ha. The electronic energy comes out at -1427.783019 hartree.

---

# C16H30N4O2Pd

A structure of composition C16H30N4O2Pd (the ωB97M-V functional and the def2-TZVPD basis, OMol25).

The geometry in XYZ format:
```
53
Properties=species:S:1:pos:R:3
Pd 0.43178 -0.33559 -0.35677
O -0.07737 0.49518 1.80648
C 1.03416 1.20310 2.42953
C 2.10293 0.25427 2.93470
C 2.64465 -0.72092 1.88079
C 3.23752 -0.00062 0.70402
C 4.58658 0.31572 0.67344
C 5.09982 1.07075 -0.36660
C 4.23697 1.51322 -1.35628
C 2.90904 1.15052 -1.28258
N 2.41178 0.39497 -0.28619
H -0.42984 -0.11670 2.46571
H 0.64073 1.81745 3.23916
H 1.41788 1.86274 1.65340
H 1.73491 -0.31079 3.79507
H 2.91992 0.87395 3.31482
H 1.85484 -1.39839 1.54092
H 3.40641 -1.34577 2.34503
H 5.22591 -0.03341 1.47282
H 6.15341 1.31305 -0.40126
H 4.57995 2.11952 -2.18190
H 2.20714 1.46334 -2.04313
N -3.71519 0.00970 1.44504
C -4.54624 -0.11633 0.21899
C -4.04614 -1.27760 -0.64207
C -2.70385 -1.04392 -1.34480
N -1.53389 -1.25236 -0.40337
C -2.69821 0.30122 -2.06710
C -3.16152 1.47257 -1.21102
N -2.09946 1.70231 -0.14624
C -4.50943 1.20691 -0.55066
H -3.74740 -0.86739 1.95839
H -4.14600 0.68471 2.07335
H -2.34731 1.12802 0.68804
H -5.58642 -0.32131 0.48250
H -4.78858 -1.46309 -1.42162
H -4.01095 -2.19621 -0.04901
H -2.59627 -1.81746 -2.10493
H -1.27065 -2.23146 -0.49108
H -1.87529 -1.16644 0.55088
H -3.40471 0.21944 -2.89618
H -1.72538 0.51343 -2.51187
H -3.18792 2.37873 -1.81318
H -1.98742 2.67594 0.13053
H -1.21206 1.32280 -0.50464
H -5.25884 1.17435 -1.34301
H -4.79552 2.03629 0.10156
C 1.34876 -2.09949 -2.48238
C 0.73989 -0.75196 -2.21434
O 0.47247 0.08247 -3.01820
H 1.38389 -2.28825 -3.55466
H 0.79587 -2.88939 -1.97393
H 2.36104 -2.09911 -2.07227
```

Its energy relative to the best compared isomer or geometry (same formula, charge and spin) is 0.000 eV. The largest force on an atom comes out at 0.440 eV/Å. As for the frontier orbital gap: 0.3458 Ha. The electronic energy comes out at -1124.583822 hartree. Its net charge is +2.

---

# C4H9N2O

The ion C4H9N2O with charge +1 at a distorted geometry (the ωB97M-V functional and the def2-TZVPD basis, OMol25).

The geometry in XYZ format:
```
16
Properties=species:S:1:pos:R:3
C -2.61612 -0.55829 -0.44396
C -1.73849 0.41346 0.37990
N -0.37155 0.34255 0.13105
C 0.44341 1.23793 -0.18059
O 1.80652 0.90633 -0.28479
C 2.20290 -0.24264 0.18040
N 3.39819 -0.74268 -0.04569
H -2.00024 -1.20780 -0.96327
H -3.31667 -1.19198 0.19764
H -3.17485 -0.03848 -1.11363
H -2.26383 1.42717 0.44072
H -1.90684 0.16858 1.38538
H 0.17375 2.22216 -0.36635
H 1.45602 -0.78835 0.99278
H 3.81767 -1.55893 0.38113
H 4.09013 -0.38903 -0.69071
```

Its energy relative to the best compared isomer or geometry (same formula, charge and spin) is 3.007 eV. The largest force on an atom comes out at 3.863 eV/Å. The SMILES is CC/N=C/OC=[NH2+]. As for the frontier orbital gap: 0.3463 Ha. The electronic energy comes out at -342.246766 hartree. Its net charge is +1.

---

# C4H7NO

A cluster of 2 separate species, C4H7NO in total at a distorted geometry (the ωB97M-V functional and the def2-TZVPD basis, OMol25).

The geometry in XYZ format:
```
13
Properties=species:S:1:pos:R:3
C -1.31647 -0.36381 -1.43512
O -0.62680 0.52755 -0.67941
C 0.56581 0.39483 -0.25528
C 1.08926 1.34353 0.75909
C -0.54943 -1.77747 1.03929
N 0.02403 -2.11805 1.98409
H -2.20762 0.09833 -1.84144
H -1.13875 -1.48437 0.13408
H -0.68851 -0.95943 -2.09902
H 1.17225 -0.40446 -0.68227
H 1.93776 1.91908 0.36939
H 0.30150 2.03493 1.06743
H 1.43699 0.78932 1.63917
```

Its energy relative to the best compared isomer or geometry (same formula, charge and spin) is 4.783 eV. The largest force on an atom comes out at 1.099 eV/Å. As for the frontier orbital gap (spin up / spin down): 0.2989 / 0.2893 Ha. The electronic energy comes out at -286.455872 hartree.

---

# C3H8O3

A cluster of 2 separate species, C3H8O3 in total at a distorted geometry (the ωB97M-V functional and the def2-TZVPD basis, OMol25).

The geometry in XYZ format:
```
14
Properties=species:S:1:pos:R:3
C -0.57840 2.33588 -0.72593
C -0.25954 0.95875 -0.07855
O -1.26988 0.03005 -0.39916
C -1.10072 -1.25342 0.04947
O -0.14595 -1.72730 0.59174
H 0.09565 3.06619 -0.24748
H -1.61074 2.54142 -0.39634
H -0.52464 2.47120 -1.81928
H 0.69770 0.73314 -0.58673
H -0.05044 1.05914 1.00387
H -1.98857 -1.87345 -0.18493
O 2.23804 -3.17096 0.83925
H 1.48002 -2.54391 0.86068
H 3.01743 -2.62671 1.09342
```

Its energy relative to the best compared isomer or geometry (same formula, charge and spin) is 0.967 eV. The largest force on an atom comes out at 3.079 eV/Å. The SMILES is CCOC=O.O. As for the frontier orbital gap: 0.4219 Ha. The electronic energy comes out at -344.812829 hartree.

---

# C37H63NO14

A cluster of 4 separate species, C37H63NO14 in total at a distorted geometry (the ωB97M-V functional and the def2-TZVPD basis, OMol25).

The geometry in XYZ format:
```
115
Properties=species:S:1:pos:R:3
C -2.79909 1.30640 2.32894
C -4.03216 0.92124 1.33142
C -3.66260 -0.25817 0.30525
C -4.33124 -0.06612 -1.17280
C -3.49189 -0.97176 -2.20311
C -2.55048 -0.15146 -3.21275
C -1.64911 0.99458 -2.48750
C -0.11516 1.01789 -2.96849
C 0.96638 0.87716 -1.79715
C 0.63594 -0.38837 -0.83025
C 0.87466 -1.80669 -1.60966
C -0.08852 -2.98459 -1.02343
C -0.84575 -3.80954 -2.17920
N 0.02060 -4.18077 -3.34746
C -0.00503 -5.61864 -3.64051
C 0.60568 -6.65187 -2.58359
O -0.47165 -6.03589 -4.73403
O 2.13189 0.33444 -2.54122
C 3.29916 0.53145 -1.70925
O 4.27729 -0.26049 -1.81984
C 3.13584 1.78360 -0.67260
C 3.28496 1.22507 0.86092
C 4.26821 2.92083 -0.70387
C 5.76014 2.34669 -0.40710
C 1.63090 2.18486 -1.15207
O 1.95052 2.96794 -2.36695
C 0.76981 3.15175 -0.20895
O -0.64248 2.83593 -0.12583
C -1.45348 3.81519 -0.76612
C -1.15977 4.46722 -2.14703
C -2.11031 5.51138 -2.83227
C -3.42283 5.92643 -2.12685
C -3.73034 5.28347 -0.72796
C -2.76732 4.24175 -0.05064
H -2.09653 0.40709 2.48001
H -2.14901 2.15540 1.91250
H -3.18552 1.62523 3.37007
H -4.40612 1.87514 0.79927
H -4.88164 0.57353 2.02244
H -4.02926 -1.24672 0.74346
H -2.51498 -0.30585 0.24965
H -5.41304 -0.45854 -1.09561
H -4.31508 1.05246 -1.44320
H -4.27035 -1.54014 -2.84534
H -2.84610 -1.69756 -1.59914
H -3.26292 0.38027 -3.95623
H -1.90628 -0.84921 -3.86855
H -1.80432 0.94889 -1.35968
H -2.11799 1.99629 -2.82955
H 0.02081 1.92272 -3.64710
H 0.02560 0.09149 -3.64835
H -0.44783 -0.41674 -0.47437
H 1.30006 -0.43637 0.09634
H 1.95212 -2.10367 -1.36304
H 0.64835 -1.74435 -2.72397
H -0.88088 -2.58409 -0.29620
H 0.59263 -3.74926 -0.48301
H -1.73706 -3.21149 -2.61012
H -1.28180 -4.76018 -1.72001
H -0.38749 -3.71149 -4.18092
H 1.57510 -6.16967 -2.18134
H -0.16478 -6.78976 -1.75434
H 0.88171 -7.60253 -3.14622
H 3.85845 1.94725 1.53144
H 2.27239 1.01372 1.35246
H 3.88162 0.23882 0.75554
H 4.00982 3.66072 0.14825
H 4.32894 3.51689 -1.67363
H 5.79839 1.20684 -0.41099
H 6.49424 2.82804 -1.15078
H 6.05887 2.70818 0.63815
H 2.15802 3.89479 -2.12474
H 1.19221 3.02325 0.86332
H 0.90701 4.27646 -0.44116
H -0.22358 4.18924 -2.73447
H -1.86334 5.93823 -3.86108
H -4.14552 6.66764 -2.62594
H -4.70304 5.53796 -0.17555
H -3.11784 3.81947 0.95638
C 6.52916 9.06716 1.19522
O 5.66395 8.00950 0.78491
C 4.42975 8.07164 1.31189
O 4.02406 8.91783 2.06978
O 3.72545 7.02513 0.84669
C 2.38394 6.96271 1.32748
H 7.49407 8.91553 0.71025
H 6.13188 10.03440 0.87958
H 6.67870 9.04520 2.27690
H 1.82134 7.84597 1.01701
H 2.36846 6.85664 2.41452
H 1.91299 6.08219 0.88845
C -1.33228 -9.60325 3.31838
O -1.66751 -8.62297 2.33743
C -2.37423 -9.10169 1.29918
O -2.72615 -10.24553 1.14855
O -2.62006 -8.08254 0.45801
C -3.36922 -8.44698 -0.70072
H -0.76503 -9.10617 4.10611
H -2.23512 -10.03098 3.75992
H -0.70686 -10.38581 2.88328
H -4.35315 -8.82873 -0.41929
H -2.82444 -9.18328 -1.29582
H -3.50777 -7.55010 -1.30576
C -0.32106 -4.00289 3.71726
O -0.53270 -2.64129 4.08794
C 0.10413 -2.27019 5.21134
O 0.80726 -2.97452 5.89352
O -0.17923 -0.97671 5.44222
C 0.43525 -0.44360 6.61385
H -0.87994 -4.19099 2.79974
H 0.73724 -4.18837 3.52029
H -0.69369 -4.67629 4.49222
H 1.52369 -0.48772 6.53251
H 0.09247 -0.97468 7.50464
H 0.13781 0.60214 6.69984
```

The largest force on an atom comes out at 5.273 eV/Å. The SMILES is CCCCCCCC[C@@]1(CCCCNC(C)=O)OC(=O)[C@@](C)(CC)[C@]1(O)COc1ccccc1.COC(=O)OC.COC(=O)OC.COC(=O)OC. As for the frontier orbital gap: 0.3354 Ha. The electronic energy comes out at -2555.431597 hartree.

---

# C3H4N2O2S

An isolated molecule of C3H4N2O2S at a distorted geometry (the ωB97M-V functional and the def2-TZVPD basis, OMol25).

The geometry in XYZ format:
```
12
Properties=species:S:1:pos:R:3
C 1.25637 0.64040 0.60265
C 0.74631 -0.21317 -1.53153
C -0.67035 -0.81558 0.79609
N 1.40671 0.49912 -0.57591
N -1.48385 0.32138 0.84682
O -1.79269 0.73620 1.95455
O -1.76134 0.87665 -0.20761
S -0.36546 -1.55331 -0.71199
H 1.67495 1.19672 1.40218
H 0.09770 0.44161 -2.11355
H 1.42370 -0.76845 -2.17261
H -0.53203 -1.36157 1.71090
```

Its energy relative to the best compared isomer or geometry (same formula, charge and spin) is 6.359 eV. The largest force on an atom comes out at 2.646 eV/Å. As for the frontier orbital gap (spin up / spin down): 0.2990 / 0.2991 Ha. The electronic energy comes out at -774.693084 hartree.

---

# C3H4KO3

A structure of composition C3H4KO3 at a distorted geometry (the ωB97M-V functional and the def2-TZVPD basis, OMol25).

The geometry in XYZ format:
```
11
Properties=species:S:1:pos:R:3
C 1.45729 0.51012 -0.32051
O 0.84218 1.62407 -0.15641
O -0.20738 -1.15513 -0.30560
O 1.81425 -0.60101 0.17593
C -1.06463 -0.16861 -0.10067
C -0.24511 0.57381 0.96651
H -2.05882 -0.46046 0.27432
H -0.15059 0.08514 1.94764
H -0.82884 1.45360 1.26662
K 1.36599 -1.91874 -2.12492
H -0.92433 0.05722 -1.62290
```

Its energy relative to the best compared isomer or geometry (same formula, charge and spin) is 7.754 eV. The largest force on an atom comes out at 7.207 eV/Å. As for the frontier orbital gap (spin up / spin down): 0.2126 / 0.2143 Ha. The electronic energy comes out at -942.049346 hartree. As for the spin multiplicity: 2. Its expectation value of S² is 0.768.

---

> Number 9 is which compound?

C3H4N2O2S

---

> The lowest electronic energy belongs to which entry?

C29H29AsIN6O2S7Tc